(1)
DFT (ωB97M-V/def2-TZVPD) results for one molecule with the formula C7H5N.

Cartesian coordinates (Å):
1 C -0.031 1.528 -1.398
2 C -0.809 0.674 -1.087
3 C -1.672 -0.178 -0.396
4 C -1.349 -0.978 0.654
5 C -0.091 -1.314 1.132
6 C 0.980 -0.588 0.938
7 C 1.738 0.202 0.340
8 N 2.787 0.751 0.054
9 H 0.671 2.250 -1.690
10 H -2.625 -0.305 -0.863
11 H -2.319 -1.460 1.120
12 H -0.037 -2.012 1.893
13 H 2.757 1.431 -0.698

The orbital gap (spin up / spin down) is 7.669 / 7.669 eV. The max |F| is 5.03 eV/Å. As for the SMILES: C#C/C=C\C=C=C=N. The calculation puts the relative energy (zero: lowest compared OMol25 entry of this formula, charge and spin) at 92.39 kcal/mol. As for the energy: -324.28364 Eh. As for the charge: 0.

(2)
DFT (ωB97M-V/def2-TZVPD) results for one molecule with the formula C7H5N3O2.

Cartesian coordinates (Å):
1 N -3.155 -2.465 -0.414
2 C -2.209 -1.890 -0.148
3 N -1.114 -1.007 0.190
4 C -1.803 0.123 0.672
5 C -1.469 1.404 0.420
6 C -0.452 1.660 -0.541
7 C 0.369 0.649 -0.890
8 C 0.389 -0.581 -0.139
9 C 1.680 -0.900 0.360
10 N 2.936 -0.377 0.051
11 O 3.856 -0.926 0.638
12 O 3.079 0.540 -0.735
13 H -2.707 -0.107 1.220
14 H -2.017 2.213 0.873
15 H -0.338 2.642 -0.971
16 H 1.187 0.802 -1.580
17 H 1.768 -1.779 0.993

The orbital gap is 7.521 eV. The max |F| is 6.60 eV/Å. As for the SMILES: N#CN1C=CC=C/C1=C\[N+](=O)[O-]. The calculation puts the relative energy (zero: lowest compared OMol25 entry of this formula, charge and spin) at 178.21 kcal/mol. As for the energy: -584.23247 Eh. As for the charge: 0.

(3)
DFT (ωB97M-V/def2-TZVPD) results for one molecule with the formula C7H5N3O4.

Cartesian coordinates (Å):
1 C 1.622 0.673 -0.444
2 C 1.496 1.999 -0.926
3 C 0.921 -0.566 -0.784
4 C -0.240 -1.013 -0.314
5 C -0.627 0.644 1.673
6 C -1.122 -0.416 0.708
7 C -1.439 1.061 0.742
8 N 2.458 2.740 -0.474
9 N 2.723 0.664 0.302
10 N -2.147 2.116 0.138
11 O 3.284 -0.191 0.946
12 O -1.727 3.233 0.359
13 O -3.103 1.832 -0.549
14 O 3.242 1.984 0.290
15 H 1.457 -1.186 -1.493
16 H -0.595 -1.964 -0.686
17 H -0.084 0.824 2.567
18 H 0.732 2.401 -1.560
19 H -1.886 -1.104 1.054

The orbital gap is 8.225 eV. The max |F| is 2.76 eV/Å. The calculation puts the relative energy (zero: lowest compared OMol25 entry of this formula, charge and spin) at 114.46 kcal/mol. As for the energy: -734.60533 Eh. As for the charge: 0.